9
Properties=species:S:1:pos:R:3 method="wB97M-V/def2-TZVPD" s_squared=8.76 gap_ha="0.302 / 0.259" total_charge=0 e_homo_ev="-8.07 / -8.50" spin_multiplicity=6 total_energy_ev=-40623.968
C -2.767 1.290 0.119
C -2.915 0.328 -0.616
H -2.347 1.913 0.895
H -3.207 -0.313 -1.441
C -0.624 -1.477 0.113
C 0.454 -0.918 0.303
O 1.524 -0.297 0.457
Fe 3.264 0.092 0.078
H -1.362 -2.256 0.073